The following is a quantum chemistry calculation of a gas-phase ion, C4H2NO2 (charge -1) in a non-equilibrium geometry, from OMol25.

Bonds (Å) are listed after each position.
CARTESIAN COORDINATES (ANGSTROEM)
1 C -0.76 1.07 -0.08  C2 1.411, C3 1.711, N5 1.467, H8 1.131
2 C 0.03 -0.03 -0.47  C1 1.411, C4 1.508, O7 1.251
3 C -2.02 0.53 0.94  C1 1.711, N5 1.230
4 C -0.58 -1.39 -0.21  C2 1.508, O6 1.209, H9 1.154
5 N -2.21 0.94 -0.20  C1 1.467, C3 1.230
6 O -0.03 -2.36 -0.69  C4 1.209
7 O 1.25 0.08 -0.68  C2 1.251
8 H -0.44 2.16 -0.03  C1 1.131
9 H -1.53 -1.35 0.44  C4 1.154

Properties
Orbital gap in eV: 7.89
Energy above the lowest of the compared OMol25 structures with the same formula, charge and spin in kcal per mole: 13.43
Calculated total energy in eV: -9763.183
Total charge: -1

Here is what Mulliken gives for the atomic charges, in e:
1 C 0.074
2 C 0.257
3 C -0.421
4 C 0.028
5 N -0.391
6 O -0.500
7 O -0.710
8 H 0.360
9 H 0.304